The ion C5H10N with charge +1 at a distorted geometry. Source: the Open Molecules 2025 dataset; level of theory: wB97M-V/def2-TZVPD.

Frontier orbital gap (spin up / spin down): 5.701 / 7.873 eV
Net charge: +1
Highest occupied orbital energy (spin up / spin down): -9.55 / -14.19 eV
Expectation value of S²: 2.007
ΔE to the lowest compared entry with this formula, charge and spin: 75.0 kcal per mole
Lowest unoccupied orbital energy (spin up / spin down): -0.141 / -0.232 Ha
2S+1: 3

Geometry (Å):
1 C -1.4920 -1.0194 -0.6494
2 C -0.3068 -0.7579 -0.2174
3 C -1.2409 0.4241 -0.5751
4 C -0.9539 1.1218 -1.8488
5 C 0.8962 -1.2958 0.6490
6 N 1.1951 -0.3653 1.7968
7 H -2.1325 -1.7403 -1.1224
8 H -1.7272 1.1245 0.2479
9 H -1.6453 0.8714 -2.6844
10 H 0.0305 0.8509 -2.1637
11 H -1.0933 2.2099 -1.7033
12 H 1.8892 -1.3965 0.2126
13 H 0.5936 -2.2754 0.9526
14 H 2.0452 0.2243 1.5500
15 H 1.2705 -0.7876 2.7707
16 H 0.3247 0.2404 1.9559

Atoms 1-3, force components in eV/Å:
C -9.33 -2.14 -2.28
C 10.59 2.79 3.55
C 0.02 -1.02 2.86

---

A cluster of 2 separate species, C10H10N2 in total at a distorted geometry. Source: the Open Molecules 2025 dataset; level of theory: wB97M-V/def2-TZVPD.

Frontier orbital gap: 9.812 eV
Net charge: 0
Highest occupied orbital energy: -9.45 eV
ΔE to the lowest compared entry with this formula, charge and spin: 116.9 kcal per mole
Lowest unoccupied orbital energy: 0.013 Ha
Structure (SMILES): c1ccncc1.c1ccncc1

Geometry (Å):
1 C -3.9148 -0.2311 0.5577
2 C -3.8392 -1.1823 -0.4705
3 C -3.2104 -2.5213 -0.2303
4 C -2.6490 -2.6562 1.0571
5 C -2.8386 -1.6114 1.9711
6 C 3.0172 2.6635 0.3243
7 C 2.1401 1.6371 -0.0596
8 C 2.4404 0.5373 -0.7859
9 C 3.6321 0.8552 -1.6466
10 C 4.4290 1.8890 -1.2411
11 H -4.1866 0.7310 0.3127
12 H -3.9426 -0.8490 -1.4444
13 H -3.1309 -3.2803 -1.0386
14 H -1.8781 -3.3717 1.5426
15 H -2.4858 -1.9625 3.0107
16 H 2.6647 3.4341 1.2034
17 H 1.2709 1.5849 0.4497
18 H 1.7861 -0.2377 -1.1564
19 H 4.3610 -0.0833 -2.2244
20 H 5.5063 2.1368 -1.6112
21 N -3.3599 -0.3000 1.7414
22 N 4.1883 2.8180 -0.2618

Atoms 1-3, force components in eV/Å:
C 1.67 -1.24 -1.18
C 2.00 -3.67 2.42
C -0.53 2.84 -0.02

---

A structure of composition C18H22F6N2OSbY. Source: the Open Molecules 2025 dataset; level of theory: wB97M-V/def2-TZVPD.

Frontier orbital gap (spin up / spin down): 8.276 / 7.429 eV
Net charge: +1
Highest occupied orbital energy (spin up / spin down): -11.78 / -11.77 eV
Expectation value of S²: 0.759
ΔE to the lowest compared entry with this formula, charge and spin: 3.3 kcal per mole
Lowest unoccupied orbital energy (spin up / spin down): -0.129 / -0.159 Ha
2S+1: 2

Geometry (Å):
1 Y -0.1700 0.5258 0.0113
2 C -2.7071 -2.6024 1.4785
3 N -2.9414 -2.6313 0.0383
4 C -2.5721 -1.6275 -0.7518
5 N -2.8129 -1.6797 -2.0695
6 O -1.9969 -0.6137 -0.2581
7 H -2.9066 -3.5948 1.8722
8 H -3.3720 -1.8893 1.9664
9 H -1.6719 -2.3378 1.6887
10 H -3.4369 -3.4116 -0.3576
11 H -3.1856 -2.5008 -2.5127
12 H -2.4233 -0.9561 -2.6517
13 F 0.7329 -0.8002 -1.6759
14 Sb 1.0640 0.5940 -3.0233
15 F -0.7121 1.0795 -2.3799
16 F 1.5095 1.5162 -1.3442
17 F 1.2630 2.1847 -3.9433
18 F 2.7840 -0.0367 -3.2502
19 F 0.2349 -0.3867 -4.3633
20 C 2.8764 -2.8523 3.4020
21 C 1.5723 -2.1592 3.8176
22 C 1.8340 -1.2237 5.0059
23 C 0.5251 -3.2114 4.2102
24 C 1.0595 -1.3752 2.6839
25 C 0.6264 -0.7085 1.7594
26 H 3.2592 -3.4420 4.2361
27 H 3.6337 -2.1201 3.1223
28 H 2.7099 -3.5164 2.5533
29 H 2.2269 -1.7942 5.8487
30 H 0.9150 -0.7320 5.3292
31 H 2.5654 -0.4595 4.7422
32 H 0.8888 -3.7943 5.0576
33 H 0.3345 -3.8951 3.3813
34 H -0.4137 -2.7367 4.4993
35 C -4.0008 2.6769 -0.5737
36 C -3.1056 3.4373 -1.3757
37 C -1.8159 3.6234 -0.9894
38 C -1.3594 3.0605 0.2361
39 C -0.0583 3.1938 0.7252
40 C 0.4356 2.6339 1.8505
41 C -0.4636 1.8381 2.6190
42 C -1.7566 1.6734 2.2145
43 C -2.2499 2.2768 1.0380
44 C -3.5873 2.1063 0.5943
45 H -5.0245 2.5503 -0.9005
46 H -3.4595 3.8702 -2.3009
47 H -1.1242 4.1962 -1.5910
48 H 1.4719 2.7431 2.1425
49 H -0.0879 1.3314 3.4961
50 H -2.4279 1.0518 2.7934
51 H -4.2681 1.5244 1.2033

Atoms 1-3, force components in eV/Å:
Y -0.06 0.03 0.30
C 0.00 -0.03 0.03
N -0.04 0.04 0.01

---

Here are the calculated calculated total energy numbers, same order: -6822.980 -13508.024 -47935.508 (eV).